Entry from the OMol25 dataset: C30H54BIrN8S4 as an isolated structure (ωB97M-V with the def2-TZVPD basis set).

Calculated values
- HOMO-LUMO gap (spin up / spin down): 0.31533 / 0.21559 Ha
- HOMO (spin up / spin down): -12.538 / -13.297 eV
- Lowest unoccupied orbital energy (spin up / spin down): -3.96 / -7.43 eV

ORCA input file:
```
! wB97M-V def2-TZVPD RIJCOSX def2/J DEFGRID3
* xyz 2 5
Ir -0.232 0.567 -0.660
C -3.005 5.626 1.744
C -2.393 4.779 0.634
C -2.216 5.637 -0.615
C -3.285 3.560 0.395
N -1.038 4.310 1.097
C -0.472 4.647 2.303
C 0.755 4.080 2.348
N 0.955 3.387 1.180
B 2.306 2.643 0.969
N 2.355 1.273 1.700
C 3.570 0.758 2.085
C 3.355 -0.448 2.654
N 1.996 -0.677 2.633
C 1.410 0.383 2.043
S -0.289 0.619 1.726
C 1.337 -1.917 3.155
C 0.344 -1.534 4.247
C 2.404 -2.827 3.757
C 0.682 -2.635 1.978
N 2.706 2.577 -0.534
C 3.257 3.700 -1.102
C 3.526 3.427 -2.394
N 3.156 2.122 -2.634
C 2.641 1.632 -1.487
S 1.954 0.046 -1.250
C 3.323 1.550 -4.025
C 4.750 1.868 -4.470
C 3.127 0.042 -4.089
C 2.291 2.249 -4.904
C -0.146 3.547 0.433
S -0.441 2.818 -1.134
H -3.988 5.949 1.406
H -2.420 6.522 1.948
H -3.143 5.062 2.665
H -3.190 6.014 -0.918
H -1.803 5.079 -1.450
H -1.573 6.492 -0.408
H -4.306 3.903 0.240
H -3.278 2.902 1.264
H -2.990 2.990 -0.480
H -0.978 5.257 3.025
H 1.509 4.118 3.110
H 3.141 3.323 1.488
H 4.481 1.303 1.936
H 4.049 -1.137 3.086
H 0.855 -1.062 5.083
H -0.136 -2.440 4.615
H -0.431 -0.864 3.890
H 2.916 -2.363 4.598
H 3.135 -3.153 3.019
H 1.902 -3.716 4.133
H -0.087 -2.028 1.504
H 0.228 -3.556 2.341
H 1.429 -2.902 1.229
H 3.424 4.592 -0.531
H 3.962 4.043 -3.155
H 5.480 1.460 -3.772
H 4.933 2.934 -4.585
H 4.916 1.410 -5.442
H 3.781 -0.493 -3.404
H 3.390 -0.258 -5.103
H 2.100 -0.257 -3.907
H 2.441 3.327 -4.926
H 1.280 2.045 -4.551
H 2.378 1.880 -5.924
C 0.555 -3.633 -1.388
C 0.346 -3.647 -2.900
C -1.093 -3.893 -3.352
C -2.089 -2.792 -3.004
N -2.438 -2.812 -1.582
C -2.470 -1.787 -0.753
S -2.316 -0.137 -1.354
N -2.690 -1.942 0.545
C -2.835 -3.213 1.252
C -4.278 -3.701 1.304
C -4.412 -5.065 1.980
C -3.999 -5.062 3.444
H 1.616 -3.668 -1.143
H 0.085 -4.500 -0.919
H 0.140 -2.735 -0.917
H 0.973 -4.429 -3.331
H 0.699 -2.706 -3.333
H -1.446 -4.848 -2.951
H -1.123 -4.006 -4.437
H -3.013 -2.904 -3.576
H -1.681 -1.806 -3.219
H -2.717 -3.713 -1.215
H -2.779 -1.088 1.077
H -2.423 -3.056 2.248
H -2.180 -3.950 0.777
H -4.678 -3.744 0.288
H -4.880 -2.960 1.836
H -3.827 -5.805 1.428
H -5.452 -5.385 1.896
H -2.939 -4.847 3.577
H -4.184 -6.030 3.904
H -4.564 -4.319 4.007
*
```

=====

Entry from the OMol25 dataset: C30H54F18Li2N6O12S6 as an isolated structure (ωB97M-V with the def2-TZVPD basis set).

Calculated values
- HOMO-LUMO gap: 0.34376 Ha
- HOMO: -13.620 eV
- Lowest unoccupied orbital energy: -4.27 eV

ORCA input file:
```
! wB97M-V def2-TZVPD RIJCOSX def2/J DEFGRID3
* xyz 2 1
Li -0.392 0.821 1.680
Li -2.288 1.997 -2.324
C -3.157 6.374 4.213
C -1.837 6.844 3.530
C -0.592 6.260 4.228
N 0.732 6.303 3.445
C 0.549 5.477 2.157
C 1.810 5.801 4.397
C 2.972 6.770 4.379
C 2.156 8.087 4.108
C 1.101 7.751 3.062
H -3.930 7.027 3.814
H -3.106 6.492 5.297
H -3.390 5.318 4.090
H -1.735 7.927 3.537
H -1.853 6.516 2.490
H -0.752 5.244 4.595
H -0.358 6.807 5.143
H -0.095 6.159 1.614
H 0.072 4.571 2.524
H 1.564 5.315 1.808
H 2.088 4.768 4.184
H 1.378 5.731 5.394
H 3.556 6.708 3.459
H 3.643 6.847 5.226
H 2.685 9.028 3.936
H 1.637 8.486 4.988
H 1.436 7.819 2.028
H 0.250 8.423 3.137
C 4.121 -2.161 -4.956
C 5.073 -2.450 -3.808
C 4.473 -1.839 -2.492
N 5.475 -1.941 -1.321
C 6.192 -3.316 -1.257
C 4.697 -1.766 0.001
C 5.602 -1.212 1.087
C 6.286 -0.185 0.154
C 6.443 -0.696 -1.260
H 3.074 -2.292 -4.660
H 4.129 -2.976 -5.684
H 4.240 -1.199 -5.446
H 6.086 -2.079 -3.987
H 5.283 -3.520 -3.781
H 3.742 -2.524 -2.062
H 4.129 -0.816 -2.593
H 6.978 -3.200 -1.997
H 5.379 -3.958 -1.579
H 6.572 -3.439 -0.250
H 4.096 -2.637 0.266
H 4.020 -1.000 -0.385
H 6.361 -1.900 1.457
H 4.950 -0.800 1.849
H 7.240 0.180 0.542
H 5.686 0.716 0.310
H 7.478 -1.024 -1.328
H 6.180 -0.037 -2.081
C -5.548 -4.982 1.216
C -4.891 -4.559 -0.133
C -3.966 -5.691 -0.578
N -3.309 -5.423 -1.944
C -2.658 -4.054 -1.890
C -2.195 -6.431 -2.214
C -2.693 -7.302 -3.386
C -4.178 -7.005 -3.596
C -4.270 -5.551 -3.126
H -5.904 -5.998 1.078
H -6.205 -4.172 1.526
H -4.815 -4.966 2.027
H -4.216 -3.718 0.018
H -5.667 -4.203 -0.811
H -4.540 -6.607 -0.713
H -3.158 -5.733 0.149
H -2.046 -4.121 -0.996
H -3.349 -3.221 -1.837
H -2.039 -3.947 -2.776
H -1.240 -6.018 -2.524
H -2.078 -7.051 -1.328
H -2.193 -7.079 -4.331
H -2.517 -8.370 -3.265
H -4.390 -6.996 -4.662
H -4.723 -7.739 -3.007
H -3.823 -4.881 -3.859
H -5.251 -5.203 -2.814
C 2.064 -0.265 3.469
F 3.112 -0.666 4.132
F 2.337 -0.163 2.154
F 1.096 -1.189 3.496
S 1.428 1.398 4.134
O 1.543 1.125 5.537
O 2.211 2.454 3.562
N -0.179 1.540 3.421
S -1.106 1.941 4.683
O -1.331 0.920 5.634
O -0.758 3.245 5.279
C -2.705 2.193 3.613
F -2.470 3.116 2.676
F -3.058 1.003 3.165
F -3.671 2.724 4.363
C 1.629 2.047 -0.454
F 2.531 1.599 0.418
F 0.799 2.895 0.113
F 2.385 2.646 -1.382
S 0.711 0.627 -1.263
O -0.403 1.255 -1.975
O 1.697 -0.108 -1.992
N -0.019 -0.112 0.123
S -0.301 -1.552 -0.378
O -0.846 -1.777 -1.701
O 0.842 -2.399 -0.130
C -1.664 -1.923 0.943
F -1.377 -1.310 2.075
F -2.886 -1.608 0.514
F -1.728 -3.249 1.126
C -5.259 -0.762 -3.430
F -5.657 -0.264 -4.592
F -5.836 -0.011 -2.506
F -5.585 -2.041 -3.481
S -3.430 -0.478 -3.226
O -3.292 -0.266 -1.780
O -2.755 -1.592 -3.836
N -3.146 1.085 -3.882
S -2.740 0.928 -5.420
O -3.369 -0.133 -6.163
O -2.978 2.214 -6.067
C -0.865 0.625 -5.463
F -0.224 1.442 -4.635
F -0.526 -0.639 -5.252
F -0.485 0.907 -6.722
*
```

=====

Entry from the OMol25 dataset: a 9-piece molecular cluster, C30H54O6S6 overall (ωB97M-V with the def2-TZVPD basis set).

Calculated values
- HOMO-LUMO gap: 0.31421 Ha
- HOMO: -8.347 eV
- Lowest unoccupied orbital energy: 0.20 eV

ORCA input file:
```
! wB97M-V def2-TZVPD RIJCOSX def2/J DEFGRID3
* xyz 0 1
C -49.205 -48.584 8.319
S -47.770 -49.273 9.080
O -46.645 -49.225 8.113
C -47.395 -48.097 10.243
H -49.336 -47.711 7.799
H -50.021 -48.915 8.910
H -49.483 -49.477 7.543
H -47.178 -47.090 9.849
H -46.369 -48.395 10.503
H -48.201 -48.180 11.024
C -49.154 -37.951 8.060
S -50.708 -38.769 8.379
O -50.504 -40.314 8.234
C -50.918 -38.234 10.185
H -49.237 -36.841 8.292
H -48.837 -38.029 7.084
H -48.304 -38.456 8.548
H -50.002 -38.832 10.555
H -51.830 -38.356 10.565
H -50.906 -37.230 10.293
C -55.387 -44.690 5.954
S -56.585 -44.298 4.764
O -57.101 -42.908 5.082
C -55.488 -43.914 3.430
H -55.090 -45.690 5.642
H -55.807 -44.636 6.979
H -54.552 -44.086 5.789
H -55.897 -43.564 2.454
H -54.955 -44.831 3.039
H -54.813 -43.059 3.664
C -51.642 -45.305 6.287
S -51.591 -44.356 7.730
O -51.218 -45.408 8.746
C -50.050 -43.489 7.307
H -50.776 -45.879 6.379
H -51.518 -44.775 5.229
H -52.691 -45.810 6.290
H -50.585 -42.806 6.311
H -49.395 -44.451 6.910
H -49.709 -42.816 8.172
C -47.793 -42.104 11.041
S -48.137 -43.786 10.358
O -46.987 -44.261 9.531
C -48.133 -44.551 11.982
H -46.855 -42.194 11.505
H -48.464 -41.638 11.757
H -47.597 -41.414 10.265
H -47.253 -44.557 12.540
H -48.247 -45.540 11.717
H -48.901 -44.153 12.558
C -54.125 -40.116 4.321
S -52.781 -40.503 5.485
O -52.821 -41.989 5.705
C -51.597 -40.132 4.332
H -53.920 -40.569 3.319
H -54.227 -39.006 4.210
H -54.852 -40.755 4.791
H -51.821 -40.777 3.371
H -50.704 -40.661 4.492
H -51.630 -39.122 3.904
C -48.891 -44.216 3.918
C -47.492 -43.720 4.399
C -46.800 -42.827 3.455
C -47.292 -42.451 2.306
C -48.587 -42.871 1.807
C -49.388 -43.860 2.596
H -49.301 -45.139 4.253
H -46.977 -44.174 5.231
H -45.826 -42.642 3.784
H -46.642 -41.993 1.645
H -48.751 -42.575 0.802
H -50.129 -44.292 2.159
C -53.555 -47.429 3.505
C -52.038 -47.525 3.693
C -51.162 -47.290 2.605
C -51.653 -47.135 1.307
C -53.017 -47.073 1.104
C -54.017 -47.184 2.218
H -54.100 -47.549 4.435
H -51.553 -47.860 4.695
H -50.125 -47.388 2.740
H -50.827 -47.179 0.455
H -53.231 -47.119 0.113
H -55.008 -47.556 1.928
C -52.965 -49.848 7.320
C -53.799 -51.168 7.576
C -54.613 -51.267 8.806
C -54.560 -50.133 9.672
C -53.784 -48.928 9.450
C -52.998 -48.838 8.204
H -52.234 -49.665 6.456
H -53.400 -52.172 6.967
H -55.154 -52.132 8.988
H -55.244 -50.332 10.490
H -53.747 -48.076 10.008
H -52.446 -47.708 8.060
*
```

=====

Entry from the OMol25 dataset: C30H55BO2P2Pr as an isolated structure (ωB97M-V with the def2-TZVPD basis set).

Calculated values
- HOMO-LUMO gap (spin up / spin down): 0.23193 / 0.23332 Ha
- HOMO (spin up / spin down): -9.360 / -9.360 eV
- Lowest unoccupied orbital energy (spin up / spin down): -3.05 / -3.01 eV

ORCA input file:
```
! wB97M-V def2-TZVPD RIJCOSX def2/J DEFGRID3
* xyz 1 3
Pr -0.012 1.027 1.699
C 1.487 0.751 3.780
C 2.416 1.206 2.800
C 0.830 2.872 3.100
C 0.514 1.787 3.986
C 1.997 2.500 2.355
C 1.648 -0.473 4.625
H 2.598 -0.977 4.416
H 0.855 -1.207 4.465
H 1.648 -0.200 5.688
C -0.737 1.679 4.791
H -0.693 0.836 5.492
H -1.650 1.547 4.177
H -0.887 2.598 5.375
C -0.052 4.041 2.817
H -0.128 4.685 3.706
H -1.084 3.757 2.543
H 0.345 4.654 1.998
C 2.790 3.421 1.490
H 3.359 4.127 2.114
H 2.147 4.011 0.829
H 3.516 2.881 0.869
C 3.784 0.643 2.616
H 4.502 1.155 3.281
H 4.156 0.764 1.593
H 3.835 -0.421 2.869
C -0.129 -1.826 0.138
C 0.967 -2.050 0.888
C 2.391 -2.051 0.439
C 2.783 -1.122 -0.735
C 2.300 0.294 -0.667
C 1.116 0.741 -1.116
C 0.041 -0.076 -1.786
C -0.147 -1.544 -1.338
H 2.688 -3.063 0.125
H 2.504 -1.593 -1.691
H 2.999 -1.793 1.320
H 0.568 -2.191 -1.871
H -1.109 -1.931 0.628
H 0.816 -2.356 1.928
H -1.154 -1.832 -1.693
H -0.913 0.463 -1.655
H 0.923 1.832 -1.113
H 0.220 -0.102 -2.881
H 3.887 -1.082 -0.719
H 3.043 1.022 -0.302
P -0.347 0.070 -5.768
P -0.085 2.684 -7.176
C -0.393 -0.046 -7.652
C -0.754 1.302 -8.260
H -1.129 -0.813 -7.930
H 0.596 -0.379 -7.998
H -0.337 1.426 -9.269
H -1.843 1.436 -8.315
C -0.858 4.052 -8.128
H -0.437 5.004 -7.782
H -1.938 4.059 -7.941
H -0.672 3.936 -9.205
C 1.561 2.770 -8.007
H 1.439 2.751 -9.099
H 2.197 1.935 -7.693
H 2.046 3.707 -7.709
C -1.838 -0.972 -5.474
H -1.911 -1.207 -4.405
H -1.774 -1.898 -6.063
H -2.729 -0.404 -5.774
C 0.987 -1.172 -5.499
H 1.939 -0.737 -5.831
H 0.779 -2.088 -6.068
H 1.061 -1.402 -4.428
C -4.136 -2.757 3.528
C -3.159 -1.893 4.309
C -3.931 -1.208 5.414
O -2.680 -0.866 3.436
B -1.362 -1.167 3.150
O -0.934 -2.363 3.708
C -1.873 -2.683 4.741
C -1.306 -2.216 6.074
C -1.997 -4.185 4.816
H -4.918 -2.124 3.092
H -4.626 -3.466 4.206
H -3.655 -3.317 2.718
H -4.769 -0.647 4.980
H -4.346 -1.951 6.104
H -3.319 -0.500 5.985
H -1.981 -2.508 6.889
H -0.340 -2.710 6.258
H -1.143 -1.130 6.128
H -2.345 -4.636 3.884
H -1.026 -4.629 5.063
H -2.692 -4.459 5.619
*
```

=====

Calculated electronic energy in order - -3335.210074 -6608.107121 -4015.433523 -2550.935785 Eh
Calculated max |F| in order - 0.46 4.86 10.17 3.26 eV/Å